[1]
37
Properties=species:S:1:pos:R:3:lowdin_charge:R:1 method="wB97M-V/def2-TZVPD" total_charge=0 spin_multiplicity=1 homo_ha=-0.3936
O 14.5247 5.2358 4.5049 -0.06
O 12.1946 5.3099 8.4153 -0.06
O 13.8675 7.1682 6.6008 -0.05
O 15.3225 7.9304 12.1301 -0.02
O 12.9801 7.9022 10.2095 -0.04
O 17.4021 8.8440 10.6375 -0.06
O 15.9056 4.0647 10.8250 -0.06
O 18.9227 5.2149 6.7128 -0.05
O 18.5858 4.5546 9.6706 -0.07
O 13.1676 4.4631 10.8978 -0.04
O 18.3241 7.9762 7.4350 -0.04
O 15.4392 8.4978 8.5311 -0.07
He 15.7274 5.7702 8.8164 0.15
H 12.3710 8.1748 9.5233 0.06
H 14.3674 7.5647 7.3144 -0.02
H 13.8037 7.8580 5.9403 0.06
H 17.7640 4.7012 10.1390 -0.03
H 18.8024 6.0851 7.0931 -0.01
H 15.2065 7.2658 12.8091 0.06
H 14.3031 5.8346 5.2181 -0.03
H 15.8601 3.1580 10.5218 0.08
H 18.4110 5.2336 5.9041 0.04
H 18.5766 8.6463 8.0702 0.04
H 18.3602 4.6715 8.7478 -0.01
H 12.7884 5.0545 11.5480 0.04
H 12.4918 5.2215 9.3209 -0.04
H 14.6797 4.3956 4.9364 0.03
H 12.4476 7.3800 10.8095 0.04
H 16.1204 3.9962 11.7553 0.07
H 16.7624 8.3604 11.1602 -0.03
H 18.2393 8.4236 10.8339 0.04
H 15.3331 8.7491 9.4485 0.03
H 14.1103 4.5016 11.0593 -0.01
H 12.9862 5.5272 7.9230 -0.01
H 15.1281 9.2562 8.0369 0.07
H 14.5772 7.8058 11.5425 0.01
H 17.3670 7.9880 7.4413 0.01

---

[2]
37
Properties=species:S:1:pos:R:3:lowdin_charge:R:1 method="wB97M-V/def2-TZVPD" total_charge=0 spin_multiplicity=1 homo_ha=-0.3775
O -0.5424 0.9638 3.2131 -0.05
O -0.0744 -3.9289 -0.1760 -0.04
O -2.6849 -0.5459 -0.2445 -0.09
O -1.1288 -0.4932 -3.0615 -0.07
O 0.2275 4.0735 0.3663 -0.08
O 1.9947 -1.9556 -1.1022 -0.03
O 2.4080 2.4391 0.1599 -0.04
O 1.4083 0.5543 -2.6053 -0.03
O 0.0196 -2.0355 2.0960 -0.06
O -3.1486 -1.6790 2.3986 -0.04
O -1.4583 2.6770 -1.4882 -0.04
O 2.0934 -0.1357 1.1575 -0.07
He -0.2839 0.1263 0.1735 0.20
H -2.4877 -1.4217 3.0415 0.03
H 2.5609 -2.7115 -1.2579 0.07
H 2.2290 1.5816 0.5457 -0.01
H 1.9619 0.7928 -3.3488 0.07
H 0.6461 -1.3119 2.0831 -0.02
H -0.2182 -0.2146 -2.9651 -0.04
H -2.4407 -0.9949 0.5648 -0.02
H -3.6417 -0.5731 -0.2547 0.04
H 2.0717 -1.4300 -1.8985 0.03
H 0.2780 -3.4159 -0.9031 0.01
H 1.0308 3.5588 0.2877 -0.04
H -0.4570 3.5054 0.0130 -0.02
H 1.5430 1.2578 -1.9703 0.04
H -0.8981 -4.2843 -0.5100 0.05
H 3.0057 -0.0338 1.4288 0.07
H 2.1317 -0.7235 0.4030 0.00
H -3.9788 -1.3950 2.7811 0.04
H 3.1885 2.7504 0.6184 0.06
H 0.1520 -2.4824 1.2599 -0.02
H -0.1973 1.8559 3.2499 0.03
H -0.9653 2.7653 -2.3040 0.05
H -2.2905 2.2845 -1.7521 0.05
H -0.4837 0.7217 2.2889 -0.02
H -1.5705 -0.1416 -2.2885 -0.02

---

[3]
37
Properties=species:S:1:pos:R:3:lowdin_charge:R:1 method="wB97M-V/def2-TZVPD" total_charge=0 spin_multiplicity=1 homo_ha=-0.3815
O 1.6041 -2.7532 -1.0541 -0.04
O 1.8100 1.2508 -2.1589 -0.07
O -3.1049 -1.0992 -0.7214 -0.05
O 2.4547 -2.1447 1.4895 -0.02
O -3.2965 1.4776 0.3525 -0.06
O -2.3871 -1.6221 2.2325 -0.04
O 1.5208 0.4086 2.5414 -0.07
O 0.0216 -0.2877 -3.6965 -0.02
O -1.1825 0.9996 2.6700 -0.04
O 0.1677 3.2325 -0.4671 -0.06
O -0.9466 -2.2808 -2.1512 -0.06
O 2.6363 3.1441 1.7447 -0.06
He 0.2207 0.3745 -0.2390 0.16
H -0.1985 -2.6546 -1.6855 0.00
H 1.3642 0.6344 -2.7399 -0.02
H -2.9233 1.2544 1.2052 -0.01
H -2.3194 -1.2002 1.3759 0.00
H -3.6272 -0.7347 -1.4360 0.06
H 0.2082 3.9475 -1.1022 0.04
H 2.8812 2.2454 1.9653 0.00
H 0.6832 2.5300 -0.8635 -0.04
H -2.3614 -1.5167 -1.1562 0.00
H 0.6933 -0.6057 -4.2997 0.08
H -3.3326 0.6454 -0.1189 -0.03
H -0.5150 0.3032 -4.2247 0.08
H 0.5842 0.5783 2.4400 -0.02
H -1.6523 0.5521 3.3737 0.05
H 1.9379 -2.6518 -0.1627 -0.01
H -3.2335 -1.3352 2.5751 0.04
H 1.9417 3.0504 1.0927 -0.01
H 2.0567 -2.0770 -1.5582 0.04
H 3.2733 -1.6533 1.5576 0.07
H -0.6335 -1.4332 -2.4670 -0.02
H 1.6665 -0.4169 2.0794 -0.02
H -0.9256 1.8400 3.0495 0.07
H 2.4574 0.7191 -1.6960 0.03
H 2.4564 -2.7210 2.2538 0.08

---

[4]
35
Properties=species:S:1:pos:R:3:lowdin_spin:R:1 method="wB97M-V/def2-TZVPD" total_charge=+2 spin_multiplicity=2 homo_ha="-0.6183 / -0.6183"
O -28.1725 -1.2287 -23.8961 0.00
O -26.8164 -2.4365 -21.1120 0.00
O -22.2986 -2.8238 -26.1212 0.00
O -28.2987 -3.9703 -27.4620 0.87
O -24.9537 -0.7804 -25.0718 0.00
O -27.7809 -1.4118 -26.7505 0.08
O -23.1756 -2.8187 -23.2200 0.00
O -28.4559 -4.5248 -24.3871 0.00
O -25.8075 -5.5156 -25.7811 0.02
O -25.7890 -6.0942 -23.1585 0.00
N -26.0576 -3.1052 -23.8141 0.00
H -26.6484 -3.7651 -24.2994 0.00
H -25.8215 -5.6573 -24.0095 0.00
H -26.2161 -3.1389 -22.8172 0.00
H -28.7352 -1.7495 -23.3231 0.00
H -27.5990 -1.2748 -25.8208 0.00
H -21.7250 -2.0939 -26.3548 0.00
H -26.2691 -2.2235 -24.2590 0.00
H -28.2231 -4.4697 -26.6489 0.01
H -22.3968 -3.3663 -23.3194 0.00
H -27.2088 -0.7905 -27.2010 0.00
H -28.2329 -3.0553 -27.1887 0.01
H -25.7779 -6.4097 -26.1218 0.00
H -26.3901 -6.8340 -23.2455 0.00
H -27.3391 -2.7765 -20.3857 0.00
H -29.3017 -4.3910 -23.9593 0.00
H -22.9289 -2.4467 -25.5072 0.00
H -25.2615 -5.0109 -26.3840 0.00
H -27.9333 -0.4663 -23.3690 0.00
H -24.6785 -0.1421 -25.7299 0.00
H -22.8487 -1.9217 -23.2893 0.00
H -28.4257 -5.4637 -24.5708 0.00
H -24.5793 -0.4569 -24.2524 0.00
H -25.0697 -3.3098 -23.7672 0.00
H -26.1590 -1.8799 -20.6946 0.00

---

[5]
40
Properties=species:S:1:pos:R:3:lowdin_charge:R:1 method="wB97M-V/def2-TZVPD" total_charge=-1 spin_multiplicity=1 homo_ha=-0.2534
O 0.9520 -17.4020 11.3330 -0.10
O 3.7570 -15.2050 8.6210 -0.05
O -2.3000 -15.7860 9.2750 -0.04
O 1.9130 -17.0830 6.1860 -0.07
O 0.8090 -19.6120 9.6460 -0.05
O 0.3240 -16.5620 8.5460 -0.04
O 0.8340 -14.7440 7.4510 -0.05
O -1.0800 -13.1250 10.6230 -0.08
O 2.6420 -15.0930 12.1860 -0.04
O -0.6480 -15.6340 5.3060 -0.04
O 3.2380 -12.8160 10.0870 -0.06
O 1.1080 -14.8670 9.5550 -0.02
O -0.1540 -19.2600 6.8670 -0.03
O 0.7780 -11.8490 8.7400 -0.03
O 0.5390 -12.8020 5.6900 -0.07
N 0.5880 -15.3380 8.5400 -0.48
H 0.0890 -12.0190 8.1180 0.02
H 1.0480 -13.1220 6.4300 -0.01
H 2.9800 -16.0020 12.2630 0.04
H 0.8870 -16.7780 10.5820 -0.01
H -2.1360 -15.6590 10.2160 0.04
H 1.2120 -17.2150 6.8130 -0.04
H 2.2720 -16.2090 6.4210 0.03
H 0.8700 -19.0900 8.8660 -0.01
H -1.9040 -13.3670 10.1790 0.02
H -0.7770 -18.5390 7.0040 0.04
H 3.2240 -14.6540 11.6140 -0.04
H 3.1530 -14.6780 9.1190 -0.05
H 0.8820 -18.2540 10.8530 -0.02
H 3.5810 -16.0130 9.1320 0.05
H 0.8250 -10.8850 8.6840 0.06
H -0.2710 -15.4040 4.5120 -0.02
H 0.0670 -15.4380 5.9130 -0.03
H -1.5090 -16.1900 8.9700 -0.03
H 2.5320 -12.6220 9.4850 -0.01
H -0.5230 -19.5850 6.0610 0.03
H -0.3270 -13.4550 10.0920 -0.01
H 0.5730 -11.8260 5.7390 0.04
H 1.5650 -20.2520 9.6590 0.08
H 3.1080 -12.3400 10.9410 0.08

---

[6]
40
Properties=species:S:1:pos:R:3:lowdin_charge:R:1 method="wB97M-V/def2-TZVPD" total_charge=-1 spin_multiplicity=1 homo_ha=-0.2518
O 1.9178 -2.1082 1.3730 -0.01
O -3.0544 0.1619 1.5354 -0.03
O 2.4312 -1.5765 -1.4447 -0.07
O -0.2495 2.6272 -2.7713 -0.09
O 1.1217 0.2372 0.3618 -0.09
O 3.5293 1.0249 -0.8003 -0.05
O -1.8495 -3.9401 0.0190 -0.16
O -0.6055 0.9178 -0.7493 -0.04
O -3.2291 0.9892 -1.8870 -0.08
O 1.9810 0.3991 2.6106 -0.10
O -1.8735 4.1570 -1.0287 -0.10
O -0.7384 3.1015 1.6370 0.01
O 0.4824 -3.6779 -0.5677 -0.06
O -0.6538 -1.0143 0.1731 0.03
O -0.1509 -1.0289 2.8197 -0.06
N 0.0196 -0.0532 -0.2166 -0.41
H 3.3330 0.0774 -0.9276 0.00
H -1.1994 3.0910 0.7873 0.01
H 0.2983 -0.3374 2.2795 0.00
H 1.7190 -1.3244 -2.2626 0.20
H 1.6076 0.4056 1.6989 -0.05
H -1.8752 -4.6557 0.6695 0.01
H 2.4716 1.2331 2.8534 0.08
H 2.8056 -1.9583 1.5903 0.03
H 1.4285 -4.0886 -0.6025 0.14
H -2.2509 0.0917 1.0617 -0.04
H -0.1832 3.7647 1.6829 -0.06
H -0.9935 2.7826 -3.3322 0.01
H 0.6834 -2.8473 -0.2406 -0.05
H -1.5389 3.3461 -1.6005 0.05
H 2.9180 -2.2951 -1.6638 -0.02
H 1.7734 -1.3888 0.8193 -0.06
H -2.4975 0.3645 -1.7807 0.01
H 2.8330 1.4104 -0.3637 -0.04
H -3.0281 1.0774 -2.8611 0.05
H -2.8061 4.0452 -0.9799 0.01
H -0.9308 -3.5514 -0.3469 0.00
H -0.5989 -1.6260 2.2668 -0.01
H -2.6583 0.3596 2.3673 0.02
H -0.3890 1.8069 -2.1788 0.03

---

[7]
36
Properties=species:S:1:pos:R:3:lowdin_spin:R:1 method="wB97M-V/def2-TZVPD" total_charge=-1 spin_multiplicity=2 homo_ha="-0.0020 / -0.2815"
O 1.2094 10.8604 5.1225 0.02
O 1.3275 13.1601 3.0203 0.11
O -2.2012 11.1753 2.1739 0.05
O 0.9581 7.7560 -1.0922 0.01
O 0.6232 10.1969 -1.9778 0.07
O -0.7974 6.8780 3.0143 0.01
O 1.8146 6.5093 2.4215 0.01
O 3.2146 7.9570 0.6222 0.02
O -1.1255 6.9166 0.3189 0.01
O 0.9346 10.0918 1.9166 0.05
O 3.7623 9.6180 3.8149 0.01
O 1.2333 11.9926 0.0974 0.24
H -1.1545 7.1872 2.1818 0.00
H -0.4216 7.3854 -0.1294 0.00
H 3.8108 8.5651 1.0592 0.01
H 2.8832 9.9718 3.9497 0.00
H 1.4351 10.4976 1.2087 0.02
H 0.1480 6.8389 2.8702 0.00
H 0.9845 14.0447 2.8936 0.04
H 0.9046 8.6412 -1.4524 0.01
H 1.9146 5.6652 1.9814 0.00
H -2.0839 12.0227 2.6032 0.01
H 3.9933 9.2223 4.6553 0.00
H 2.8199 7.4541 1.3346 0.00
H 0.7418 10.8178 4.2884 0.01
H 1.0694 12.6870 2.2293 0.03
H 0.0268 10.1730 -2.7261 0.01
H -1.3299 10.7792 2.1826 0.01
H 0.9830 9.1528 1.7371 0.01
H 1.7106 7.7825 -0.5012 0.00
H -1.3965 6.2400 -0.3016 0.00
H 1.3407 11.7960 5.2765 0.01
H 2.1305 12.1658 -0.1877 0.08
H 0.7929 12.8399 0.0319 0.12
H 0.2917 10.9079 -1.4293 0.03
H 2.2563 6.3950 3.2630 0.00

---

So what do the calculations give for molecular weight? Going down the list: 220.2 220.2 220.2 198.2 278.2 278.2 216.2 g/mol.
So what do the calculations give for calculated total energy? Going down the list: -920.16696 -920.18496 -920.17371 -820.84466 -1197.70816 -1197.58941 -917.28025 Ha.